(one)
Here is a 8-piece molecular cluster, C56H122N10O8 overall from the Open Molecules 2025 dataset. Energies are from ωB97M-V/def2-TZVPD.

Values from the calculation:
structure (SMILES) = CC1(C)CCCC(C)(C)N1O.CC1(C)CCCC(C)(C)N1O.CC1(C)CCCC(C)(C)N1O.CC1(C)CCCC(C)(C)N1O.CC1(C)CCCC(C)(C)N1O.CC1(C)CCCC(C)(C)N1O.NC(N)=O.NC(N)=O
HOMO-LUMO gap = 0.2857 Eh
E_HOMO = -0.2784 Eh

Structure (XYZ):
```
196
Properties=species:S:1:pos:R:3:lowdin_charge:R:1
C -0.83717 -1.58574 -7.22224 0.000
C -1.33136 -2.83614 -6.38756 -0.485
C -0.30344 -3.91962 -6.33936 -0.043
C -1.42578 -2.26415 -4.95193 -0.131
C -2.58498 -1.28735 -4.73017 -0.201
C -3.89743 -1.86736 -5.00447 -0.175
C -3.96719 -2.55561 -6.38924 -0.410
C -5.22948 -3.48946 -6.26055 -0.040
C -4.30212 -1.37612 -7.43212 -0.026
N -2.69228 -3.32107 -6.72236 -0.112
O -2.83900 -4.16335 -7.81074 -0.012
H -0.82899 -1.87194 -8.27396 0.085
H -1.43493 -0.70208 -6.99881 0.062
H 0.15380 -1.47719 -6.78144 0.062
H -0.02399 -4.29365 -7.32430 0.087
H 0.62864 -3.71098 -5.81419 0.063
H -0.69244 -4.75230 -5.75334 0.091
H -1.34158 -2.92655 -4.09039 0.102
H -0.52663 -1.66311 -4.81638 0.104
H -2.52816 -0.96011 -3.69201 0.099
H -2.49102 -0.33128 -5.24516 0.106
H -4.56941 -1.00969 -4.97386 0.124
H -4.23083 -2.57118 -4.24185 0.114
H -6.16232 -2.99904 -5.98231 0.084
H -4.95407 -4.19010 -5.47228 0.073
H -5.33460 -4.07108 -7.17639 0.069
H -3.67428 -0.50274 -7.25572 0.057
H -5.31587 -0.98730 -7.33603 0.070
H -4.21398 -1.73905 -8.45614 0.073
H -2.65076 -5.00583 -7.39075 0.099
C 0.27111 4.32492 1.01092 -0.069
C 0.78611 4.72535 -0.35370 -0.443
C 0.88088 3.48649 -1.30357 -0.002
C -0.31594 5.72652 -0.93905 -0.105
C 0.17594 6.59184 -2.13615 -0.180
C 1.39924 7.30169 -1.68026 -0.169
C 2.54300 6.40680 -1.14002 -0.484
C 3.17901 5.63661 -2.31542 -0.016
C 3.49009 7.45523 -0.55946 -0.055
N 2.07021 5.45322 -0.09853 -0.102
O 3.05529 4.63275 0.46850 -0.032
H 0.55770 3.41080 1.53086 0.074
H 0.31313 5.13769 1.73601 0.091
H -0.81188 4.21581 1.06872 0.052
H -0.10002 3.02125 -1.40091 0.078
H 1.29079 3.86530 -2.23982 0.061
H 1.49956 2.65353 -0.96967 0.060
H -1.18270 5.15662 -1.27377 0.112
H -0.67284 6.33697 -0.10956 0.111
H 0.46597 5.84640 -2.87661 0.092
H -0.59164 7.20820 -2.60415 0.117
H 1.00852 8.00859 -0.94834 0.123
H 1.82915 7.91561 -2.47170 0.125
H 3.82635 4.81012 -2.02225 0.085
H 3.88761 6.41365 -2.60209 0.076
H 2.45120 5.41195 -3.09513 0.072
H 4.41499 7.05342 -0.14569 0.079
H 3.05312 7.98449 0.28733 0.086
H 3.82136 8.20942 -1.27329 0.085
H 2.75269 4.53257 1.37404 0.100
C 2.86189 -3.40709 -3.91588 -0.049
C 3.67543 -2.26883 -3.27489 -0.447
C 3.05399 -1.71298 -1.94949 -0.033
C 5.12813 -2.82984 -2.92560 -0.129
C 6.15814 -1.74890 -2.70274 -0.188
C 6.28179 -0.80629 -3.97035 -0.079
C 4.79727 -0.16337 -4.31764 -0.395
C 4.49186 0.96622 -3.29544 -0.047
C 4.91254 0.61237 -5.69157 -0.049
N 3.71069 -1.20884 -4.34337 -0.124
O 2.46655 -0.68083 -4.75868 -0.017
H 1.82876 -3.07772 -4.02658 0.059
H 3.12751 -3.92101 -4.83970 0.085
H 2.96617 -4.22351 -3.20127 0.081
H 2.71233 -2.51333 -1.29314 0.077
H 3.84193 -1.25784 -1.34941 0.044
H 2.09155 -1.22747 -2.11100 0.077
H 5.04707 -3.31454 -1.95267 0.116
H 5.31172 -3.53413 -3.73700 0.116
H 5.84032 -1.08831 -1.89607 0.077
H 7.06256 -2.16075 -2.25498 0.106
H 6.79730 -1.33078 -4.77488 0.103
H 6.90737 0.04184 -3.69210 0.094
H 4.10023 1.89076 -3.71968 0.073
H 5.44811 1.18920 -2.82220 0.068
H 3.79965 0.89142 -2.45678 0.058
H 5.37285 0.02956 -6.48942 0.070
H 5.58078 1.47042 -5.61879 0.077
H 3.97231 0.99786 -6.08586 0.073
H 2.40011 -1.04765 -5.64334 0.092
C -4.01282 4.68610 1.65131 -0.015
C -3.96961 4.34176 3.15815 -0.441
C -3.12653 5.28246 4.10863 -0.038
C -5.38069 4.40260 3.83669 -0.155
C -6.10750 3.15645 4.18559 -0.188
C -5.23686 1.98364 4.70441 -0.128
C -4.06403 1.73726 3.72012 -0.421
C -3.10515 0.79697 4.59684 -0.029
C -4.64622 1.04758 2.41361 -0.014
N -3.37783 3.01063 3.33511 -0.097
O -1.93127 2.94234 3.11457 -0.039
H -4.65629 5.51760 1.36382 0.074
H -4.70659 3.98587 1.18605 0.072
H -3.11708 4.73221 1.03193 0.063
H -3.41507 6.32723 4.22392 0.078
H -2.20834 5.42482 3.53876 0.062
H -2.96389 4.91805 5.12295 0.090
H -5.49007 5.09490 4.67147 0.108
H -6.05892 4.98602 3.21403 0.113
H -6.73512 2.90503 3.33063 0.108
H -6.83392 3.43404 4.94937 0.109
H -5.72146 1.01492 4.58260 0.109
H -4.97024 2.10915 5.75382 0.117
H -2.22657 0.53922 4.00544 0.049
H -2.67612 1.25390 5.48860 0.078
H -3.68007 -0.10922 4.78759 0.073
H -5.15961 1.68956 1.69780 0.072
H -3.93588 0.83963 1.61345 0.049
H -5.08038 0.06677 2.60758 0.075
H -1.57269 3.31650 3.92266 0.075
C -3.59721 -4.59974 2.86901 -0.022
C -2.59354 -3.59148 2.21237 -0.470
C -2.89369 -2.24980 2.87656 -0.050
C -1.10503 -3.98562 2.48762 -0.109
C -0.55736 -5.24230 1.73139 -0.209
C -0.80518 -5.20863 0.29879 -0.203
C -2.21406 -4.77019 -0.17230 -0.399
C -1.99419 -4.40456 -1.66593 -0.038
C -3.11648 -6.07589 -0.02017 -0.030
N -2.66242 -3.57158 0.70191 -0.109
O -3.77528 -3.00156 0.16539 -0.015
H -4.58838 -4.18086 2.69519 0.082
H -3.49334 -5.56492 2.37328 0.053
H -3.40963 -4.67865 3.93984 0.081
H -2.38614 -1.38032 2.45884 0.078
H -3.92981 -2.12866 2.56052 0.066
H -2.93379 -2.28280 3.96532 0.085
H -0.45949 -3.18928 2.11721 0.106
H -0.97948 -4.21297 3.54622 0.109
H 0.48485 -5.39242 2.01314 0.112
H -1.00992 -6.18079 2.05158 0.103
H -0.73342 -6.27139 0.06750 0.114
H -0.06151 -4.56949 -0.17719 0.115
H -2.99951 -4.28264 -2.06912 0.076
H -1.45029 -5.21910 -2.14424 0.092
H -1.58551 -3.40425 -1.80903 0.060
H -4.06996 -5.90604 0.47995 0.064
H -2.70662 -6.91816 0.53724 0.071
H -3.46825 -6.46033 -0.97755 0.072
H -3.38155 -2.19320 -0.17094 0.072
C 3.67348 -0.79885 7.95318 -0.038
C 3.33290 -1.55157 6.57481 -0.409
C 4.71681 -2.30419 6.33223 -0.054
C 2.19890 -2.65921 6.80582 -0.121
C 0.74991 -2.12585 6.60284 -0.155
C 0.67041 -1.26551 5.27271 -0.112
C 1.71964 -0.10974 5.16924 -0.463
C 1.59125 0.39692 3.68163 -0.033
C 1.31767 1.10193 6.14107 -0.007
N 2.99946 -0.70420 5.40107 -0.130
O 3.97810 0.24777 5.17892 -0.016
H 4.30654 0.06907 7.76871 0.069
H 2.82136 -0.47610 8.55135 0.067
H 4.40879 -1.38424 8.50519 0.066
H 5.54413 -1.60004 6.24391 0.073
H 4.90543 -3.04884 7.10555 0.076
H 4.68647 -2.86856 5.40021 0.071
H 2.34946 -3.48478 6.11022 0.106
H 2.33956 -2.99772 7.83234 0.108
H 0.05882 -2.96740 6.55505 0.098
H 0.51553 -1.58451 7.51941 0.095
H -0.37904 -0.97702 5.21328 0.103
H 0.97686 -1.88620 4.43073 0.105
H 2.30134 1.13944 3.31759 0.068
H 0.65215 0.91953 3.49982 0.068
H 1.63335 -0.34316 2.88250 0.066
H 2.12504 1.82478 6.25832 0.073
H 1.15645 0.80183 7.17646 0.058
H 0.37810 1.56630 5.84161 0.063
H 4.21176 0.08276 4.26252 0.096
N 4.60132 -0.05610 0.92965 0.164
C 3.65140 0.77668 0.50376 -0.828
N 4.09627 1.96593 0.35790 0.204
O 2.51294 0.46606 0.52551 0.047
H 4.29460 -0.99478 1.14157 0.117
H 5.54292 0.09707 0.59797 0.103
H 3.44768 2.74015 0.36242 0.076
H 5.05957 2.08589 0.63676 0.124
N -1.43151 1.02540 0.40137 0.194
C -1.33885 -0.03195 -0.42469 -0.735
N -0.29382 -0.76566 -0.27163 0.202
O -2.26682 -0.45685 -1.12136 -0.006
H -0.57701 1.41091 0.77729 0.088
H -2.33662 1.46534 0.31582 0.100
H 0.53662 -0.60355 0.27992 0.082
H -0.28956 -1.52183 -0.94118 0.105
```

=====

(two)
Here is a 8-piece molecular cluster, C56H122N10O8 overall from the Open Molecules 2025 dataset. Energies are from ωB97M-V/def2-TZVPD.

Values from the calculation:
structure (SMILES) = CC1(C)CCCC(C)(C)N1O.CC1(C)CCCC(C)(C)N1O.CC1(C)CCCC(C)(C)N1O.CC1(C)CCCC(C)(C)N1O.CC1(C)CCCC(C)(C)N1O.CC1(C)CCCC(C)(C)N1O.NC(N)=O.NC(N)=O
HOMO-LUMO gap = 0.2876 Eh
E_HOMO = -0.2833 Eh

Structure (XYZ):
```
196
Properties=species:S:1:pos:R:3:lowdin_charge:R:1
C -6.00497 24.32741 23.40596 -0.035
C -4.91163 23.30242 23.93976 -0.440
C -4.93149 21.96917 23.11853 -0.037
C -3.57769 23.95754 23.66859 -0.178
C -2.48530 23.23678 24.43294 -0.161
C -2.78685 23.31269 26.00464 -0.125
C -4.12741 22.75914 26.44987 -0.495
C -4.05615 21.16467 26.55332 -0.008
C -4.48359 23.40222 27.78170 -0.043
N -5.13762 23.10597 25.41793 -0.119
O -6.38822 22.61855 25.81664 -0.011
H -5.82462 24.68887 22.39358 0.072
H -7.04011 23.99266 23.33877 0.072
H -5.97432 25.32418 23.84598 0.075
H -5.93859 21.59969 22.92529 0.072
H -4.60864 22.09416 22.08497 0.079
H -4.57844 21.01640 23.51312 0.066
H -3.30340 23.74169 22.63598 0.117
H -3.55978 25.01570 23.92952 0.124
H -2.33519 22.20405 24.11824 0.105
H -1.54622 23.74309 24.20958 0.104
H -2.79251 24.39568 26.12791 0.108
H -1.96454 22.97383 26.63478 0.114
H -3.11934 20.76306 26.93958 0.074
H -4.34737 20.70416 25.60928 0.060
H -4.80527 20.80820 27.26031 0.065
H -3.64348 23.38404 28.47596 0.086
H -5.20541 22.75287 28.27710 0.072
H -4.91861 24.40102 27.74631 0.089
H -6.81654 23.30876 26.32824 0.098
C 1.73821 18.10890 18.68754 -0.031
C 0.37612 17.76287 19.44430 -0.463
C 0.38129 17.55387 21.00239 -0.018
C -0.63068 18.88924 19.11319 -0.132
C -1.52647 18.61502 17.88112 -0.164
C -2.18378 17.30585 18.17617 -0.155
C -1.24273 16.10785 18.29579 -0.557
C -1.88088 15.15424 19.30257 -0.046
C -1.08082 15.40500 17.05627 -0.046
N 0.08376 16.48442 18.85422 -0.127
O 0.86121 15.29072 19.21400 0.002
H 1.65425 18.12514 17.60090 0.078
H 2.17160 19.07527 18.94525 0.065
H 2.58211 17.45014 18.89240 0.070
H 0.63995 18.51729 21.44172 0.075
H -0.66651 17.44331 21.28168 0.071
H 0.96133 16.72555 21.40926 0.075
H -1.10088 19.43917 19.92841 0.118
H 0.03228 19.67782 18.75720 0.097
H -2.26600 19.41060 17.79027 0.116
H -0.90878 18.57322 16.98401 0.116
H -2.86768 17.15284 17.34132 0.120
H -2.89513 17.42139 18.99393 0.124
H -1.67262 15.35953 20.35261 0.092
H -1.72901 14.09323 19.10439 0.087
H -2.95546 15.23243 19.13741 0.089
H -0.63392 14.42158 17.20214 0.094
H -0.71347 16.09514 16.29676 0.105
H -2.09517 15.10012 16.79889 0.094
H 0.15052 14.89183 19.72136 0.051
C 8.48739 19.07526 12.26723 -0.046
C 9.83372 18.42610 12.19056 -0.527
C 9.78429 17.44423 10.95138 -0.013
C 10.84358 19.57246 11.94616 -0.169
C 11.32103 20.38159 13.14798 -0.165
C 11.76183 19.42268 14.33383 -0.095
C 10.60435 18.40233 14.69036 -0.466
C 11.16412 17.37413 15.64765 -0.082
C 9.45913 19.09371 15.50240 -0.019
N 10.19722 17.71388 13.39660 -0.082
O 9.38401 16.52255 13.58349 -0.023
H 8.53979 20.05389 12.74436 0.077
H 7.89881 18.99348 11.35346 0.084
H 7.93917 18.45542 12.97671 0.082
H 10.36984 16.54599 11.14731 0.078
H 8.73188 17.21915 10.77857 0.067
H 9.98592 17.95310 10.00878 0.080
H 11.74769 19.11536 11.54396 0.109
H 10.60530 20.17199 11.06759 0.121
H 12.13751 20.99134 12.76109 0.106
H 10.44929 20.99369 13.37929 0.089
H 12.03156 20.02419 15.20189 0.110
H 12.67835 18.90913 14.04339 0.112
H 11.80773 17.69032 16.46855 0.086
H 11.84211 16.59057 15.30932 0.081
H 10.31926 16.79900 16.02654 0.081
H 9.91013 19.09775 16.49472 0.079
H 8.54376 18.50267 15.47292 0.084
H 9.30541 20.07500 15.05346 0.067
H 9.95984 15.78111 13.38284 0.094
C -13.21647 9.41024 20.63774 -0.056
C -12.58588 10.77758 20.39419 -0.471
C -13.78303 11.68381 20.13527 -0.068
C -11.99151 11.32976 21.79419 -0.105
C -10.53075 11.76615 21.55369 -0.175
C -10.42401 12.66880 20.28737 -0.118
C -10.63418 11.79484 19.03383 -0.500
C -10.95997 12.84845 17.91938 -0.036
C -9.32490 11.19408 18.65630 -0.066
N -11.67163 10.75118 19.23776 -0.123
O -12.08999 10.12517 18.10133 0.007
H -12.27636 8.85867 20.63028 0.085
H -13.73349 8.86390 19.84888 0.076
H -13.90554 9.30088 21.47519 0.090
H -14.26285 11.52499 19.16953 0.083
H -13.52141 12.70066 19.84257 0.070
H -14.47027 11.76450 20.97745 0.085
H -12.62450 12.02857 22.34109 0.111
H -11.90876 10.52401 22.52359 0.100
H -9.83355 10.93006 21.60822 0.104
H -10.17223 12.17588 22.49798 0.100
H -9.39446 13.01993 20.21786 0.112
H -11.06284 13.55081 20.33270 0.113
H -11.55280 12.42760 17.10727 0.074
H -11.60944 13.65709 18.25462 0.064
H -10.08836 13.35906 17.50991 0.082
H -9.31304 10.60036 17.74227 0.085
H -8.37162 11.71049 18.76883 0.090
H -9.16889 10.39445 19.38043 0.078
H -11.60356 9.31444 17.93485 0.109
C -0.23158 13.89881 27.90363 -0.040
C -1.02024 12.67563 27.38992 -0.413
C -0.48877 11.99454 26.07282 -0.039
C -1.00912 11.54109 28.61399 -0.115
C -2.11493 10.51148 28.44299 -0.176
C -3.51690 11.25478 28.37676 -0.099
C -3.65030 12.29659 27.17094 -0.463
C -3.72738 11.46178 25.82520 -0.025
C -4.79130 13.18240 27.52643 -0.071
N -2.43400 13.17486 27.14288 -0.129
O -2.50510 14.31639 26.27775 -0.035
H -0.42396 14.75913 27.26259 0.073
H -0.38637 14.09638 28.96434 0.076
H 0.82663 13.63996 27.86775 0.080
H -0.92069 11.05453 25.72941 0.061
H -0.50118 12.69014 25.23372 0.076
H 0.58432 11.82587 26.16297 0.068
H -0.04605 11.06242 28.43662 0.106
H -1.02914 12.16119 29.51019 0.102
H -1.93783 9.91329 27.54917 0.094
H -2.01617 9.86835 29.31748 0.103
H -3.79438 11.73675 29.31421 0.110
H -4.21372 10.45630 28.12187 0.106
H -3.56693 12.13876 24.98612 0.079
H -4.67960 10.95236 25.67738 0.071
H -3.09882 10.58062 25.69647 0.058
H -5.70354 12.63291 27.75875 0.081
H -5.18803 13.83695 26.75038 0.083
H -4.73332 13.74747 28.45672 0.089
H -2.50186 15.08939 26.84701 0.089
C -0.68805 12.28173 9.66899 -0.021
C -0.76525 12.24356 8.11102 -0.493
C 0.56105 12.25591 7.43738 -0.047
C -1.43682 10.83605 7.86162 -0.124
C -2.08652 10.74025 6.44938 -0.219
C -3.16945 11.76387 6.18364 -0.109
C -2.49312 13.24142 6.35517 -0.453
C -1.77677 13.75143 5.06448 -0.028
C -3.71202 14.20502 6.52517 -0.055
N -1.61845 13.33277 7.53585 -0.128
O -1.36039 14.61712 8.01191 -0.006
H -1.50070 11.83260 10.23994 0.078
H 0.21314 11.78596 10.02978 0.082
H -0.63628 13.36617 9.76602 0.071
H 0.97028 13.25241 7.60356 0.084
H 1.33835 11.63778 7.88663 0.086
H 0.49327 11.97029 6.38766 0.076
H -0.78010 10.00884 8.13095 0.123
H -2.35129 10.77393 8.45152 0.104
H -1.31702 10.70313 5.67828 0.101
H -2.57657 9.76662 6.44952 0.103
H -3.99626 11.42792 6.80942 0.117
H -3.39807 11.69368 5.12020 0.107
H -1.71953 14.83035 5.20856 0.073
H -2.43471 13.55238 4.21855 0.078
H -0.80437 13.27504 4.93961 0.070
H -4.21551 14.06399 7.48158 0.083
H -4.37070 13.95628 5.69308 0.080
H -3.42517 15.25556 6.57188 0.070
H -0.64744 14.94975 7.46175 0.093
N -0.94522 7.96385 20.69070 0.151
C -1.45665 8.42652 19.59312 -0.880
N -2.71409 8.52789 19.67719 0.168
O -0.73278 8.91732 18.80883 0.085
H 0.03763 8.16433 20.80863 0.119
H -1.45744 7.74974 21.53444 0.110
H -3.14159 9.07954 18.94710 0.126
H -3.12552 7.63495 19.90848 0.122
N 3.92496 13.47018 14.92945 0.171
C 4.19788 12.27191 15.09839 -0.908
N 3.47940 11.84681 16.02188 0.178
O 4.75878 11.59598 14.25554 0.035
H 4.63547 13.71993 14.25648 0.137
H 3.49145 13.99401 15.67629 0.125
H 3.58694 10.84724 16.11881 0.137
H 3.00581 12.50105 16.62834 0.125
```

=====

It is (two) that is the least stable of them.